# C19H31Cl4O4P2S2Y

C19H31Cl4O4P2S2Y as an isolated structure at a distorted geometry (ωB97M-V with the def2-TZVPD basis set, the Open Molecules 2025 dataset).

Its total charge is -1. As for the expectation value of S²: 0.752. Its frontier orbital gap (alpha / beta) is 0.132 / 0.260 Eh. The value obtained for the total energy is -119784.2636 eV. As for the multiplicity: 2.

CARTESIAN COORDINATES (ANGSTROEM)
C: 4.183 0.135 -1.969
H: -3.939 -3.436 5.687
Cl: -1.653 0.193 -4.031
H: 4.772 -0.775 -1.890
C: 4.906 0.631 1.458
C: 2.738 -0.078 -1.523
P: 2.431 -0.434 0.288
C: 0.041 3.590 -2.811
H: 3.395 1.742 0.402
H: 1.715 1.722 2.126
H: 5.354 1.534 1.877
C: 3.443 0.913 1.121
H: 3.253 2.128 2.902
H: 3.195 -3.469 2.341
H: -2.832 -4.796 5.963
Cl: -1.001 3.003 -5.226
C: -2.352 -3.268 0.699
H: 4.782 -3.524 0.554
H: 5.317 -1.847 0.571
C: 2.701 1.340 2.389
C: 0.008 2.077 -0.895
H: 2.441 -2.774 0.084
H: 1.972 -0.780 -3.416
C: -0.602 2.641 -3.583
H: -3.804 -4.716 4.474
H: 4.187 0.445 -3.014
H: 2.206 0.877 -1.647
H: 3.618 -1.798 2.729
H: -1.271 -5.122 0.604
H: -1.545 -2.800 5.259
P: -1.856 -1.517 2.649
C: 4.564 -2.523 0.181
H: 1.006 -1.273 -2.027
C: -2.149 -3.347 4.528
Cl: 0.474 5.113 -3.496
Cl: 1.176 4.448 -0.502
H: 1.939 -2.237 2.428
C: 0.346 3.291 -1.485
C: -0.902 1.391 -3.038
H: 2.553 -2.076 -2.360
H: 5.493 0.349 0.589
S: -3.032 -0.156 1.844
O: -2.759 -2.406 3.647
H: -3.349 -2.889 0.959
H: 2.574 0.501 3.071
C: -2.249 -4.768 0.923
S: -0.134 -1.015 3.509
C: 2.027 -1.122 -2.383
C: 3.156 -2.140 0.635
C: 2.969 -2.426 2.126
H: -2.372 -4.988 1.981
O: 0.273 1.830 0.363
H: -2.157 -3.017 -0.350
O: -0.853 -0.119 -1.203
O: -1.357 -2.610 1.493
H: 4.644 -2.552 -0.902
Y: -0.248 -0.127 0.859
H: -1.483 -4.004 3.957
C: -0.615 1.059 -1.713
H: 4.980 -0.153 2.207
C: -3.254 -4.133 5.210
H: 4.668 0.917 -1.390
H: -3.018 -5.293 0.359